Below is C49H76CsN7OPSSi4 as an isolated structure at a distorted geometry, with properties calculated with wB97M-V/def2-TZVPD.

XYZ file:
```
140
Properties=species:S:1:pos:R:3:forces:R:3
Cs -0.819 -0.091 -0.342 0.5164 1.2249 2.0401
C 1.599 -2.154 3.386 -0.2141 -0.1207 -0.0556
Si 2.878 -0.756 3.513 0.0316 -0.0775 0.1034
C 4.392 -1.643 4.243 0.1045 -0.0550 0.1088
C 2.227 0.336 4.906 -0.0680 0.1463 0.1184
C 3.232 0.126 1.986 -0.2033 0.0038 -0.0632
Si 3.462 1.912 2.122 0.0873 0.0595 0.0054
C 1.948 2.868 2.729 -0.1627 0.1245 0.0587
C 4.856 2.384 3.324 0.0865 0.0824 0.1193
C 3.992 2.771 0.521 0.0265 0.0397 -0.1510
Si 3.858 -0.802 0.615 0.0466 -0.0271 -0.1282
C 2.953 -2.424 0.203 -0.1241 -0.0611 -0.0064
C 5.684 -1.309 0.702 0.1581 -0.0704 -0.0042
C 3.763 0.126 -1.061 -0.0965 -0.0636 -0.2061
C 4.880 0.385 -1.866 -0.0600 0.0027 -0.0186
C 4.745 1.095 -3.047 0.0038 -0.0183 0.0245
C 3.485 1.542 -3.416 -0.0022 -0.0061 0.0021
C 2.420 1.223 -2.590 0.0621 0.0451 0.1425
N 2.539 0.527 -1.458 -0.1724 0.0545 -0.1626
H 1.027 -2.252 4.317 0.0552 0.0070 -0.0696
H 2.085 -3.117 3.203 -0.0376 -0.0302 -0.0334
H 0.886 -1.978 2.573 0.0072 -0.0152 0.0508
H 4.191 -2.094 5.225 0.0048 0.0438 -0.1071
H 5.225 -0.938 4.348 -0.0466 -0.0748 0.0085
H 4.720 -2.444 3.568 -0.0022 0.0577 0.0758
H 1.933 -0.286 5.760 0.0534 0.0271 -0.0643
H 1.347 0.900 4.583 0.0280 -0.0485 0.0589
H 2.973 1.058 5.257 -0.1150 -0.0671 -0.0189
H 2.004 3.045 3.809 -0.0439 -0.0079 -0.0767
H 1.015 2.329 2.529 0.0547 0.0491 -0.0125
H 1.864 3.848 2.242 0.0377 -0.0868 0.0412
H 4.633 2.030 4.336 0.0867 0.0387 -0.0746
H 4.999 3.472 3.374 -0.0120 -0.0957 0.0049
H 5.802 1.926 3.013 -0.0551 0.0378 0.0105
H 3.177 2.794 -0.210 0.1013 0.0159 0.0420
H 4.852 2.276 0.057 -0.0615 0.1231 0.0507
H 4.278 3.806 0.741 -0.0523 -0.0669 0.0258
H 2.889 -3.066 1.086 -0.0155 -0.0184 -0.0437
H 3.473 -2.980 -0.588 -0.0299 0.0650 0.0278
H 1.931 -2.210 -0.137 0.0876 -0.0451 0.0412
H 5.847 -1.862 1.632 0.0302 0.0233 -0.0644
H 6.326 -0.421 0.742 -0.0378 -0.0732 0.0228
H 6.012 -1.941 -0.134 -0.0166 0.0514 0.0585
H 5.856 0.047 -1.541 -0.0229 0.0061 -0.0221
H 5.610 1.313 -3.663 0.0039 0.0004 0.0004
H 3.329 2.122 -4.317 -0.0065 -0.0053 0.0182
H 1.415 1.555 -2.847 0.0448 -0.0127 0.0176
C -2.237 -0.099 3.535 -0.0019 -0.1347 0.0532
Si -2.654 1.733 3.410 -0.1050 -0.0606 0.0109
C -4.531 1.818 3.659 -0.1351 0.0200 -0.0138
C -1.902 2.587 4.918 0.1482 0.0835 0.0440
N -2.121 2.271 1.912 0.1095 0.1501 -0.3047
C -1.945 3.538 1.496 -0.0574 -0.0729 0.0206
C -2.397 4.716 2.171 0.0187 -0.0135 -0.0377
C -2.145 5.989 1.689 0.0328 -0.0982 -0.0298
C -1.435 6.200 0.505 -0.0384 -0.0735 0.0117
C -0.992 5.074 -0.190 -0.0109 -0.0400 0.1350
C -1.250 3.798 0.280 -0.0797 0.1419 -0.0591
H -2.495 -0.506 4.521 0.0252 0.0074 -0.1139
H -1.170 -0.272 3.367 -0.0105 -0.0147 0.0127
H -2.794 -0.673 2.782 0.0723 0.0900 0.0655
H -4.842 1.287 4.567 0.0033 0.0452 -0.0454
H -5.046 1.365 2.804 0.0197 0.0220 0.0728
H -4.876 2.855 3.739 0.0167 -0.0775 -0.0117
H -1.891 1.918 5.786 -0.0150 0.0455 -0.0256
H -2.455 3.491 5.193 0.0455 -0.0647 -0.0087
H -0.869 2.883 4.705 -0.0671 -0.0340 0.0402
H -2.950 4.595 3.098 0.0286 0.0366 -0.0437
H -2.502 6.845 2.253 -0.0137 -0.0121 0.0117
H -1.225 7.201 0.147 0.0020 -0.0179 0.0158
H -0.418 5.199 -1.105 -0.0116 -0.0170 -0.0005
H -0.904 2.932 -0.267 0.1707 -0.0259 -0.1288
S -3.674 -4.014 3.414 -0.1100 -0.0117 -0.0039
C -3.214 -3.204 1.949 0.0213 0.0922 0.0648
N -2.062 -3.490 1.462 0.1645 -0.2239 0.0112
C -1.437 -4.457 2.253 -0.1899 0.0835 -0.1345
C -0.191 -5.029 2.000 0.1547 0.0781 -0.0244
C 0.287 -5.996 2.858 0.0506 0.0361 0.0385
C -0.455 -6.398 3.978 -0.0045 -0.0093 -0.0089
C -1.689 -5.843 4.246 -0.0072 0.0067 -0.0316
C -2.175 -4.875 3.367 -0.0032 0.0146 0.0502
H -3.887 -2.477 1.507 0.0661 -0.0479 0.0379
H 0.399 -4.686 1.159 -0.0283 -0.0070 0.0898
H 1.264 -6.430 2.682 -0.0477 0.0063 0.0038
H -0.052 -7.148 4.647 -0.0010 0.0157 -0.0247
H -2.261 -6.151 5.113 0.0137 0.0245 -0.0309
N -1.377 1.301 -2.857 0.0011 0.0633 -0.5143
C -1.764 2.255 -3.366 -0.2137 0.4086 -0.0494
C -2.278 3.476 -3.947 0.1073 -0.2878 0.1399
C -2.308 3.631 -5.329 0.0087 0.0454 -0.1382
C -2.802 4.808 -5.868 0.0250 -0.0577 0.0242
C -3.259 5.817 -5.028 -0.0004 -0.0008 -0.0411
C -3.227 5.653 -3.652 -0.0051 0.0003 0.0590
C -2.739 4.478 -3.100 -0.0560 0.0513 0.1692
H -1.943 2.837 -5.966 -0.0067 0.0167 -0.0132
H -2.826 4.940 -6.942 -0.0005 -0.0015 0.0005
H -3.641 6.737 -5.452 0.0082 -0.0115 0.0002
H -3.577 6.440 -2.996 0.0186 -0.0325 -0.0057
H -2.696 4.339 -2.025 0.0069 0.0361 -0.0382
O -0.985 -1.971 -1.984 -0.2428 -1.1987 -1.1272
P -0.944 -2.849 -3.182 0.1358 -0.1052 0.0016
N -0.018 -2.228 -4.392 -0.0643 0.2310 -0.0733
C 1.013 -1.215 -4.073 -0.0476 -0.1438 -0.1756
C 1.474 -0.700 -5.449 -0.0387 -0.0682 -0.0199
C 0.874 -1.686 -6.462 0.0213 0.0448 0.0335
C -0.421 -2.129 -5.794 0.1053 0.0404 0.0816
N -0.316 -4.344 -2.853 0.1438 -0.0132 0.1872
C 0.878 -4.875 -3.521 -0.0577 -0.0223 0.0976
C 1.053 -6.226 -2.843 -0.0201 0.0120 0.0586
C 0.703 -5.927 -1.380 -0.0093 -0.0181 -0.0617
C -0.363 -4.821 -1.447 0.0383 -0.0673 -0.2262
N -2.440 -3.122 -3.836 -0.1405 -0.0724 0.1900
C -2.978 -4.449 -4.138 -0.0375 0.1391 -0.0107
C -4.275 -4.109 -4.860 -0.0260 0.0318 0.0221
C -4.798 -2.885 -4.095 0.0429 -0.0219 -0.0328
C -3.538 -2.176 -3.559 0.0325 -0.1176 -0.1446
H 1.830 -1.658 -3.500 0.0004 -0.0385 -0.0020
H 0.590 -0.414 -3.471 -0.0298 -0.0321 0.0246
H 2.559 -0.645 -5.513 0.0023 0.0362 -0.0086
H 1.083 0.305 -5.623 -0.0089 -0.0127 0.0146
H 1.533 -2.550 -6.582 -0.0104 -0.0013 -0.0050
H 0.707 -1.242 -7.444 0.0230 -0.0064 0.0020
H -0.799 -3.081 -6.168 0.0230 -0.0103 0.0157
H -1.206 -1.375 -5.942 -0.0185 -0.0124 0.0103
H 1.760 -4.246 -3.348 -0.0083 0.0226 -0.0033
H 0.726 -4.950 -4.598 -0.0275 -0.0034 0.0034
H 2.059 -6.625 -2.968 -0.0091 -0.0181 0.0058
H 0.342 -6.941 -3.265 0.0062 0.0062 -0.0028
H 1.585 -5.564 -0.849 0.0080 0.0275 -0.0271
H 0.339 -6.807 -0.852 0.0207 -0.0062 0.0304
H -0.145 -4.007 -0.758 -0.0294 0.0573 -0.0228
H -1.362 -5.188 -1.198 -0.0169 -0.0263 -0.0527
H -3.182 -5.028 -3.228 0.0129 0.0046 0.0171
H -2.284 -5.025 -4.749 0.0137 0.0198 -0.0042
H -4.980 -4.940 -4.860 -0.0126 0.0105 -0.0238
H -4.056 -3.844 -5.896 0.0091 -0.0032 0.0109
H -5.433 -3.200 -3.266 0.0120 -0.0101 0.0162
H -5.391 -2.228 -4.729 -0.0321 0.0003 0.0117
H -3.621 -1.970 -2.491 0.0260 0.0069 0.0235
H -3.354 -1.222 -4.058 0.0312 -0.0163 -0.0313
```
Positions in Å, forces in eV/Å.

LUMO level	1.423	eV
F_max	2.43	eV/Å
total energy	-4289.21662	Ha
E_HOMO	-3.46	eV
charge	-1